DFT (the ωB97M-V functional and the def2-TZVPD basis) results for a 16-piece molecular cluster, C40H113BO21P overall at a distorted geometry.

Each line ends with the Mulliken charge.
CARTESIAN COORDINATES (ANGSTROEM)
C1 -4.02478 6.85146 -2.67557  -0.92
C2 -3.12713 5.95600 -3.54640  -0.14
C3 -2.79943 4.61809 -2.88134  -1.31
C4 -2.02212 4.77387 -1.55516  0.50
C5 -0.52260 4.87022 -1.83898  -0.87
C6 0.35937 5.07660 -0.59939  -1.23
C7 0.00125 4.21686 0.62443  0.74
C8 0.15002 4.98619 1.94756  -1.10
C9 0.56212 4.09477 3.11777  -0.69
C10 -0.57897 3.16031 3.55042  -0.20
C11 -0.10082 1.96978 4.39575  -0.97
C12 0.18192 0.70992 3.55716  -0.31
C13 -0.12359 -0.59553 4.29513  -0.09
C14 1.00964 -0.98207 5.27222  -1.39
C15 1.86249 -2.14374 4.76483  -0.78
C16 1.19642 -3.53332 4.60848  2.05
P1 0.27410 -3.91897 6.18055  -0.53
O1 1.41474 -4.52197 7.23038  -0.59
O2 -0.63180 -5.25523 5.79274  -0.39
O3 0.32331 -3.61487 3.53821  -0.55
B1 1.03941 -3.84110 2.25120  1.47
C17 0.28800 -4.92884 1.30926  -1.36
C18 -1.21569 -4.63108 1.11711  0.11
C19 -2.08833 -5.78813 1.61200  -0.39
C20 -3.59005 -5.48514 1.53646  -0.27
O4 -4.24525 -5.72985 2.78999  -0.63
O5 1.18134 -2.50385 1.65021  -0.06
C21 1.73084 -2.45702 0.36016  -0.58
C22 2.40213 -1.11731 0.10280  -0.74
O6 2.34427 -4.43829 2.72640  -0.68
C23 2.43919 -4.44055 4.12613  0.31
C24 2.60488 -5.87478 4.60923  -1.58
C25 1.45613 -6.82117 4.20151  -0.29
H1 -4.72984 7.36760 -3.33203  0.38
H2 -4.61787 6.27479 -1.96742  0.09
H3 -3.45004 7.62783 -2.17337  0.21
H4 -2.19371 6.46694 -3.78314  0.25
H5 -3.62392 5.75156 -4.49420  0.20
H6 -3.69888 4.02382 -2.72067  0.35
H7 -2.13449 4.07218 -3.55550  0.43
H8 -2.39677 5.61852 -0.97827  0.17
H9 -2.18589 3.84130 -1.02297  -0.01
H10 -0.21227 4.00663 -2.42912  0.36
H11 -0.36127 5.73642 -2.49192  0.34
H12 1.38182 4.81781 -0.88900  0.31
H13 0.39205 6.13723 -0.34662  0.44
H14 0.67532 3.36022 0.68505  0.21
H15 -1.00734 3.82191 0.54837  -0.23
H16 -0.79560 5.46424 2.22446  0.19
H17 0.86923 5.80009 1.82538  0.52
H18 1.44225 3.50521 2.84962  0.37
H19 0.82686 4.71752 3.97663  0.31
H20 -1.31448 3.76464 4.08647  0.38
H21 -1.06377 2.79533 2.64296  -0.10
H22 0.80071 2.29196 4.92249  0.30
H23 -0.84796 1.75669 5.16284  0.49
H24 1.25003 0.71370 3.31746  0.10
H25 -0.35234 0.77903 2.60969  0.44
H26 -0.33247 -1.40167 3.59911  -0.21
H27 -1.02030 -0.41648 4.89723  0.44
H28 1.67447 -0.11448 5.35849  0.65
H29 0.62868 -1.15778 6.27546  0.38
H30 2.23835 -1.92877 3.76394  -0.34
H31 2.68667 -2.28302 5.46995  0.59
H32 1.40552 -5.48751 7.16433  0.24
H33 -1.21789 -5.36349 6.54206  0.30
H34 0.77217 -5.01600 0.33080  0.22
H35 0.38801 -5.91937 1.75901  0.13
H36 -1.45597 -4.39395 0.07763  0.22
H37 -1.48876 -3.75930 1.71990  0.10
H38 -1.79865 -5.99017 2.64560  0.16
H39 -1.83968 -6.67623 1.02646  0.21
H40 -3.75404 -4.45426 1.21926  0.25
H41 -4.04449 -6.17060 0.82680  0.13
H42 -3.70377 -5.31561 3.46023  0.33
H43 2.46368 -3.25531 0.18975  0.26
H44 0.93174 -2.60373 -0.38253  0.20
H45 3.31703 -1.05679 0.68839  -0.09
H46 2.62583 -1.01959 -0.95631  0.25
H47 1.73087 -0.32367 0.43721  0.14
H48 3.37847 -3.93224 4.38495  0.35
H49 2.78120 -5.93031 5.68208  0.49
H50 3.51172 -6.24981 4.13097  0.56
H51 1.75333 -7.39683 3.32612  0.41
H52 1.20454 -7.50127 5.01163  0.03
H53 0.57272 -6.26412 3.90220  -0.39
C26 5.17849 -1.08487 2.78367  -0.50
O7 5.00895 -2.40711 2.29362  -0.66
H54 6.15516 -0.73743 2.44986  0.27
H55 4.41107 -0.41449 2.38483  0.15
H56 5.15006 -1.05607 3.87788  0.22
H57 4.14297 -2.74862 2.55996  0.38
C27 -3.79996 1.07365 0.26883  -0.70
O8 -3.70265 2.49053 0.17923  -0.33
H58 -2.85995 0.65319 -0.08006  0.21
H59 -3.96542 0.75042 1.30040  0.30
H60 -4.61121 0.69122 -0.35859  0.32
H61 -4.53319 2.86861 0.48813  0.23
C28 -2.42548 -6.70504 -1.84959  -0.11
O9 -3.40646 -5.69036 -1.62619  -0.43
H62 -1.45506 -6.28303 -1.59982  0.22
H63 -2.61155 -7.57057 -1.20968  0.37
H64 -2.41984 -7.02724 -2.89255  -0.28
H65 -4.26542 -6.06130 -1.83982  0.23
C29 -3.17029 10.65376 -3.08137  -0.48
O10 -2.29271 10.03671 -2.15102  -0.48
H66 -3.97305 9.95790 -3.31536  0.22
H67 -3.60129 11.56321 -2.65448  0.27
H68 -2.63932 10.90532 -4.00244  0.20
H69 -1.59862 10.67511 -1.95780  0.31
C30 -2.31169 -8.88358 -5.21918  -0.51
O11 -1.67678 -9.29198 -4.01430  -0.49
H70 -3.01035 -8.08960 -4.96570  0.18
H71 -1.58685 -8.49505 -5.93978  0.26
H72 -2.86742 -9.70718 -5.67648  0.26
H73 -1.05532 -9.99059 -4.22974  0.29
C31 -0.19451 13.71944 -3.75353  -0.52
O12 -0.58182 12.47903 -3.16686  -0.47
H74 -0.55326 14.51464 -3.10435  0.26
H75 0.89010 13.78448 -3.84083  0.16
H76 -0.64072 13.83740 -4.74354  0.24
H77 -0.26081 11.77851 -3.74153  0.28
C32 -0.55354 -8.05789 8.41322  -0.78
O13 0.49405 -7.69267 7.52465  -0.23
H78 -0.20041 -7.89049 9.42848  0.30
H79 -1.44901 -7.45257 8.24815  0.30
H80 -0.80689 -9.11460 8.29153  0.28
H81 0.18804 -7.82924 6.62224  0.21
C33 -2.56231 -4.00960 -4.44137  -0.41
O14 -2.30400 -3.01991 -3.46282  -0.50
H82 -2.01137 -3.74498 -5.34224  0.30
H83 -2.22442 -4.98983 -4.09544  0.10
H84 -3.62943 -4.05850 -4.68342  0.22
H85 -2.77880 -3.27373 -2.66433  0.29
C34 5.40919 -0.43488 -3.27810  -0.29
O15 4.04847 -0.66599 -2.91889  -0.45
H86 6.02230 -0.67003 -2.41170  0.25
H87 5.70321 -1.07027 -4.11229  0.04
H88 5.56482 0.61408 -3.55227  0.25
H89 3.50844 -0.46664 -3.68620  0.24
C35 -3.28240 5.04547 -7.95937  -0.56
O16 -2.40680 5.08008 -6.84122  -0.44
H90 -4.09140 5.74340 -7.75769  0.20
H91 -2.77237 5.35380 -8.87688  0.26
H92 -3.70688 4.04795 -8.10314  0.28
H93 -1.68899 4.46467 -7.00582  0.27
C36 -5.54220 5.98067 1.11277  -0.50
O17 -5.76144 4.58855 0.90069  -0.44
H94 -4.62148 6.24477 0.59975  0.13
H95 -6.36182 6.57438 0.70011  0.27
H96 -5.43291 6.20448 2.17666  0.30
H97 -6.57308 4.34164 1.34957  0.23
C37 3.17106 14.40521 -6.25026  -0.54
O18 2.10649 13.46072 -6.20624  -0.46
H98 3.55526 14.50746 -5.23861  0.21
H99 3.97976 14.06217 -6.90029  0.27
H100 2.82175 15.38204 -6.59511  0.26
H101 1.76261 13.36375 -7.09695  0.27
C38 8.29114 -2.67127 -5.97977  -0.56
O19 7.17376 -1.83445 -5.71869  -0.47
H102 9.18466 -2.12559 -5.68627  0.21
H103 8.23798 -3.59743 -5.40080  0.27
H104 8.36364 -2.92085 -7.04303  0.24
H105 6.37533 -2.30876 -5.97500  0.23
C39 3.28984 -2.76992 -7.25948  -0.57
O20 3.97389 -1.85307 -6.41044  -0.42
H106 3.51464 -3.77129 -6.90188  0.22
H107 2.20913 -2.61704 -7.21653  0.26
H108 3.62729 -2.67857 -8.29573  0.27
H109 3.77872 -0.96502 -6.71818  0.27
C40 1.96607 -10.81213 8.80417  -0.46
O21 2.12406 -9.86123 9.84793  -0.53
H110 2.27300 -11.78581 9.17939  0.27
H111 0.92107 -10.87327 8.48705  0.17
H112 2.58995 -10.54993 7.94638  0.24
H113 1.85466 -9.00891 9.49276  0.30

Force components x, y, z for each atom (eV/Å):
C 0.03 0.23 -0.71
C -0.32 -0.36 0.31
C 0.58 0.58 0.22
C 0.13 -0.95 -0.94
C -0.17 0.93 0.12
C 0.14 -0.57 -0.31
C 0.22 0.37 0.34
C 0.04 -0.07 0.19
C -0.40 0.02 0.08
C 0.43 0.09 -0.21
C -0.24 0.30 -0.20
C 0.43 0.08 0.26
C -0.14 0.43 0.49
C 0.07 0.30 -0.71
C -0.52 -0.01 0.74
C 1.60 -1.19 -0.58
P -0.38 1.08 0.34
O -0.33 -0.21 -0.32
O 0.61 -0.24 -0.14
O -1.03 -0.02 0.17
B 0.20 -0.24 0.41
C -0.41 0.16 -0.27
C 0.19 -0.13 0.39
C 0.10 0.50 -0.49
C 0.39 -0.61 0.46
O -0.31 -0.05 -0.32
O 0.46 -0.15 -0.11
C -0.19 0.11 -0.15
C -0.34 -0.31 0.32
O -0.04 0.39 -0.10
C 0.04 0.08 -0.05
C -0.39 -0.48 -0.17
C 0.23 0.36 -0.33
H -0.09 0.11 0.11
H 0.07 -0.04 0.14
H -0.04 -0.10 0.29
H 0.00 0.12 -0.07
H 0.06 0.03 -0.10
H -0.12 0.04 -0.04
H -0.22 -0.27 -0.10
H 0.05 0.01 0.20
H -0.22 0.22 0.40
H 0.00 -0.22 0.19
H 0.10 -0.05 -0.10
H 0.09 0.18 0.02
H -0.25 0.06 0.14
H -0.04 -0.13 -0.18
H -0.04 -0.06 0.00
H -0.06 0.10 -0.16
H 0.13 -0.04 -0.03
H 0.06 -0.01 -0.04
H 0.18 -0.01 0.02
H -0.08 -0.02 0.04
H -0.19 -0.10 0.07
H 0.03 -0.12 0.19
H -0.05 -0.14 0.00
H -0.02 -0.10 -0.32
H -0.14 -0.12 -0.02
H 0.10 -0.08 -0.03
H -0.21 -0.16 -0.16
H 0.04 0.01 0.11
H -0.05 -0.20 0.03
H 0.18 0.18 0.01
H 0.19 0.09 -0.11
H 0.26 -0.15 0.04
H -0.39 -0.04 0.08
H 0.10 0.05 -0.01
H 0.07 -0.02 0.07
H -0.08 0.02 -0.06
H -0.01 0.15 -0.11
H -0.07 -0.07 0.09
H -0.05 -0.16 0.11
H -0.07 0.06 -0.09
H -0.29 0.17 -0.07
H 0.18 0.15 0.28
H 0.03 -0.08 0.11
H -0.01 -0.03 -0.08
H 0.13 0.07 -0.09
H 0.15 0.18 -0.02
H -0.01 0.11 -0.13
H -0.10 0.10 0.32
H 0.06 0.20 0.09
H 0.14 0.10 0.07
H -0.04 -0.17 0.04
H -0.03 -0.19 -0.03
H -0.10 0.01 0.20
C -0.26 -0.40 -0.05
O 0.15 0.16 0.11
H 0.02 -0.01 -0.02
H 0.04 0.08 0.09
H -0.01 0.07 0.01
H -0.10 -0.07 -0.14
C -0.05 0.19 0.04
O -0.05 -0.29 0.02
H 0.02 0.00 0.00
H 0.04 -0.06 -0.01
H 0.03 -0.06 -0.01
H 0.08 0.29 -0.02
C -0.19 0.07 0.04
O 0.16 0.10 -0.19
H -0.01 0.04 0.03
H 0.08 -0.03 -0.02
H 0.07 -0.05 0.01
H -0.07 0.00 0.04
C 0.15 0.07 0.12
O -0.06 -0.06 -0.07
H 0.05 -0.10 0.08
H -0.06 0.04 -0.13
H -0.14 0.06 -0.07
H 0.01 0.05 0.04
C 0.14 -0.12 0.08
O -0.14 0.07 -0.10
H -0.01 0.01 0.01
H -0.05 0.03 -0.03
H -0.04 0.04 -0.03
H 0.07 -0.04 0.06
C 0.00 -0.16 0.07
O 0.00 0.02 0.02
H -0.03 -0.03 0.03
H 0.00 0.08 -0.06
H 0.04 0.08 -0.01
H 0.05 -0.05 0.00
C 0.06 0.00 -0.26
O 0.08 -0.06 0.28
H -0.02 0.02 0.01
H -0.03 -0.02 0.06
H -0.10 0.01 0.12
H 0.04 0.15 -0.09
C -0.02 0.02 0.26
O -0.08 0.05 -0.15
H 0.02 0.06 0.01
H -0.04 -0.06 -0.12
H 0.02 -0.08 -0.07
H 0.11 -0.09 0.10
C -0.38 0.00 -0.13
O 0.20 0.10 0.07
H -0.03 -0.01 0.03
H 0.13 0.05 0.08
H 0.12 -0.01 0.04
H -0.08 -0.09 -0.05
C 0.16 -0.08 0.09
O -0.10 0.07 -0.12
H -0.01 0.01 0.02
H -0.06 0.01 -0.03
H -0.05 0.02 -0.04
H 0.06 -0.05 0.07
C -0.02 -0.12 0.03
O -0.03 -0.03 -0.03
H 0.02 -0.02 -0.01
H 0.03 0.04 -0.02
H 0.03 0.04 -0.01
H -0.05 -0.02 0.03
C -0.12 -0.09 -0.08
O 0.09 0.08 0.04
H -0.01 -0.01 0.02
H 0.04 0.04 0.03
H 0.05 0.03 0.02
H -0.05 -0.06 -0.04
C -0.24 0.01 0.00
O 0.21 -0.14 -0.17
H 0.01 0.02 0.01
H 0.07 -0.01 0.00
H 0.07 -0.01 0.00
H -0.15 0.15 0.03
C 0.00 0.15 0.05
O 0.08 -0.17 -0.06
H 0.00 -0.01 0.03
H -0.01 -0.05 -0.01
H -0.02 -0.05 -0.01
H 0.06 0.09 0.02
C -0.01 0.24 -0.02
O -0.05 -0.13 0.02
H 0.03 0.03 0.09
H 0.02 -0.08 -0.08
H -0.05 -0.09 -0.07
H 0.08 0.07 -0.04

Properties
- Net charge: -1
- Total energy: -96273.6236 eV
- Spin multiplicity: 1
- HOMO: -5.0 eV